Molecular formula: C5H8NO4S
Method: DFT, ωB97M-V/def2-TZVPD

Atoms and positions in Å:
C  1.8585  0.3641  1.6264
C  1.2490  1.2284  0.5317
C  0.4092  -0.0882  0.2530
C  0.7536  -0.6663  -1.1248
C  -1.0917  -0.1962  0.6502
N  1.1753  -0.7255  1.3584
O  -0.5488  -3.6186  -0.0819
O  2.8311  0.6064  2.3294
O  1.6812  -4.6684  -0.2584
O  0.4450  -4.6880  1.8565
S  0.6617  -4.0506  0.5768
H  0.9756  2.1795  0.9990
H  1.8599  1.4660  -0.3701
H  0.9787  -1.7205  -1.0736
H  1.5075  0.0133  -1.5663
H  -0.2544  -0.3165  -1.5114
H  -1.3177  0.7414  1.1527
H  -1.0977  -0.9741  1.3970
H  -1.8396  -0.5545  -0.1017

## Properties
- highest occupied orbital energy (alpha / beta) (eV) = -4.27 / -4.11
- energy above the lowest of the compared OMol25 structures with the same formula, charge and spin (kcal/mol) = 76.5
- net charge = -1

Partial atomic charges computed with the Mulliken method, in multiples of e: 0.1575, -0.6890, 1.4664, -1.1401, -1.5636, -0.5660, -0.3973, -0.7510, -0.4509, -0.4586, 1.0705, 0.2892, 0.1441, 0.1422, 0.3547, 0.3072, 0.4011, 0.3451, 0.3385

Molecular formula: C5H8NOP
Method: DFT, ωB97M-V/def2-TZVPD

Atoms and positions in Å:
H  2.3207  1.7429  -0.4639
N  1.6226  0.8874  -0.6073
C  0.4205  1.3160  -0.3407
C  0.0345  2.7243  -0.0817
O  -0.6601  0.4507  -0.5133
P  -0.1515  -1.0453  -1.3759
C  -1.0587  -2.2338  -0.3484
C  -0.7058  -1.7661  1.0267
C  0.4321  -1.9322  0.0529
H  -0.8972  2.7868  -0.6030
H  -0.1875  2.8291  0.9936
H  0.8684  3.3010  -0.3343
H  -1.6214  -3.0820  -0.6392
H  -0.8339  -0.8170  1.3161
H  -0.7539  -2.4713  1.8391
H  1.1712  -2.6905  0.0794

## Properties
- highest occupied orbital energy (eV) = -9.52
- energy above the lowest of the compared OMol25 structures with the same formula, charge and spin (kcal/mol) = 29.1
- SMILES = [H]/N=C(\C)OP1[C@@H]2C[C@@H]21

Partial atomic charges computed with the Mulliken method, in multiples of e: 0.2092, -0.7043, 0.8934, -1.0748, -0.4369, -0.0682, -0.2372, -0.5301, -0.1869, 0.2836, 0.2491, 0.4171, 0.4146, 0.1739, 0.2655, 0.3321

Molecular formula: C5H8NOS
Method: DFT, ωB97M-V/def2-TZVPD

Atoms and positions in Å:
C  0.6509  -1.7227  -0.8201
C  -0.7904  -1.5521  -0.6493
C  1.4380  -0.9142  -0.0909
C  -2.3708  0.0214  0.3679
C  2.9525  1.0809  -0.5227
N  -1.0594  -0.5158  0.0740
O  -0.0704  0.1230  0.6205
S  2.9258  -0.5172  0.3818
H  1.1404  -2.4752  -1.3044
H  -1.5628  -2.0982  -1.1846
H  -2.3145  1.1506  0.5968
H  -2.8959  -0.1192  -0.5219
H  -2.6797  -0.6038  1.2163
H  3.3405  1.8067  0.1030
H  2.0693  1.3429  -0.9005
H  3.6264  0.9895  -1.4466

## Properties
- highest occupied orbital energy (eV) = -14.02
- energy above the lowest of the compared OMol25 structures with the same formula, charge and spin (kcal/mol) = 94.4
- net charge = +1

Partial atomic charges computed with the Mulliken method, in multiples of e: -0.5493, 0.0147, 0.4258, -0.8389, -0.8229, 0.4577, -0.5215, -0.0169, 0.4520, 0.3878, 0.3053, 0.3545, 0.3429, 0.3649, 0.3247, 0.3191

Molecular formula: C5H8NOS
Method: DFT, ωB97M-V/def2-TZVPD

Atoms and positions in Å:
C  2.3982  -1.0454  -0.0794
C  1.0898  -1.4299  0.2558
C  2.3185  0.2551  -0.5147
C  0.4048  -0.2993  0.0989
C  -1.5296  0.2306  0.5120
N  -1.6929  1.5827  -0.1098
O  1.0944  0.7596  -0.3320
S  -2.6171  -0.9245  -0.2362
H  3.2093  -1.6783  -0.4437
H  0.9063  -2.3459  0.7458
H  3.1645  0.9580  -0.9288
H  -1.5103  0.2534  1.6627
H  -1.4238  1.2918  -1.0453
H  -2.7751  1.9397  -0.0940
H  -1.0101  2.3676  0.2028
H  -2.0268  -1.9151  0.3058

## Properties
- highest occupied orbital energy (eV) = -12.64
- energy above the lowest of the compared OMol25 structures with the same formula, charge and spin (kcal/mol) = 94.3
- net charge = +1

Partial atomic charges computed with the Mulliken method, in multiples of e: -0.5490, -0.3966, -0.1504, 0.4036, -0.2843, -0.4332, -0.2953, -0.0968, 0.3234, 0.4154, 0.3275, 0.4035, 0.3972, 0.3905, 0.3917, 0.1528

Molecular formula: C5H8NP
Method: DFT, ωB97M-V/def2-TZVPD

Atoms and positions in Å:
C  1.8494  -1.1654  0.2166
C  2.8027  0.3947  -0.4867
C  1.3444  -0.0826  -0.7174
C  0.5267  -0.7392  0.5052
C  -2.1583  -0.0076  0.1718
N  3.0595  -0.7530  0.4518
P  -0.9328  -1.3553  -0.3916
H  3.5051  0.2432  -1.2759
H  2.7626  1.4044  0.0927
H  0.9036  -0.4184  -1.6199
H  0.2106  -0.1167  1.3718
H  -1.7474  0.9694  0.0373
H  -2.3789  -0.1611  1.2066
H  -2.9976  -0.0461  -0.6390
H  -1.3808  -2.2611  0.4908

## Properties
- highest occupied orbital energy (alpha / beta) (eV) = -8.30 / -8.30
- energy above the lowest of the compared OMol25 structures with the same formula, charge and spin (kcal/mol) = 125.4

Partial atomic charges computed with the Mulliken method, in multiples of e: 0.6143, -0.3290, -0.7177, -0.1347, -1.0252, -0.6629, -0.0290, 0.2951, 0.2275, 0.4238, 0.3580, 0.3123, 0.3542, 0.3086, 0.0047

Molecular formula: C5H8O
Method: DFT, ωB97M-V/def2-TZVPD

Atoms and positions in Å:
C  1.6169  -1.8233  -1.1553
C  0.8227  -1.2848  -0.0905
C  0.5451  0.0808  0.1601
C  -0.7090  0.4722  0.4743
O  -1.6576  -0.1441  -0.1403
C  -1.1656  1.8267  0.9926
H  2.2427  -1.0255  -1.6567
H  1.8845  -2.8248  -1.1376
H  0.2419  -2.0188  0.5021
H  1.2114  0.8127  -0.2479
H  -1.3041  -0.5317  -0.8920
H  -1.4676  1.5588  2.0116
H  -1.9071  2.3035  0.4365
H  -0.3543  2.5984  0.7434

## Properties
- 2S+1 = 2
- highest occupied orbital energy (alpha / beta) (eV) = 0.24 / -2.01
- energy above the lowest of the compared OMol25 structures with the same formula, charge and spin (kcal/mol) = 35.0
- net charge = -1

Partial atomic charges computed with the Mulliken method, in multiples of e: -0.9498, -0.2693, -0.7458, 0.2913, -0.3029, -1.1821, 0.2238, 0.3060, 0.3118, 0.2410, 0.2116, 0.2418, 0.3750, 0.2476

Molecular formula: C5H8O
Method: DFT, ωB97M-V/def2-TZVPD

Atoms and positions in Å:
C  1.3917  0.9429  0.7736
C  0.3727  0.0698  0.1133
C  -0.0401  0.1444  -1.3218
C  -1.0930  0.1263  -0.2406
C  -1.1406  -1.2850  0.3171
O  0.2775  -1.2736  0.5897
H  1.1741  1.1138  1.8321
H  2.3640  0.4411  0.7032
H  1.4737  1.9067  0.2624
H  0.0874  -0.7177  -1.9745
H  0.1108  1.1135  -1.7920
H  -1.8492  0.8938  -0.1148
H  -1.4089  -2.0819  -0.3879
H  -1.7200  -1.3943  1.2402

## Properties
- highest occupied orbital energy (eV) = -9.09
- energy above the lowest of the compared OMol25 structures with the same formula, charge and spin (kcal/mol) = 50.3

Partial atomic charges computed with the Mulliken method, in multiples of e: -1.3784, 1.0003, -0.7968, -0.2482, -0.3845, -0.4603, 0.2842, 0.3452, 0.3322, 0.2041, 0.2507, 0.3709, 0.2231, 0.2575

Molecular formula: C5H8O
Method: DFT, ωB97M-V/def2-TZVPD

Atoms and positions in Å:
C  1.8302  0.9422  0.8079
C  1.4673  0.7212  2.0665
C  -0.8985  -0.2972  -1.8614
C  -1.8120  0.0086  -0.6862
O  -1.3740  -1.2694  -0.0729
C  -0.5474  -1.3706  -1.1393
H  1.7020  1.9132  0.3357
H  2.2785  0.1629  0.1963
H  1.6000  -0.2494  2.5381
H  1.0270  1.5025  2.6818
H  -1.4464  0.7581  0.0256
H  -2.8882  0.1163  -0.8285
H  0.2108  -2.1291  -1.2586
H  -1.0792  -0.6883  -2.8616

## Properties
- highest occupied orbital energy (eV) = -8.79
- energy above the lowest of the compared OMol25 structures with the same formula, charge and spin (kcal/mol) = 98.9

Partial atomic charges computed with the Mulliken method, in multiples of e: -0.5234, -0.3939, -0.5057, -0.1643, -0.3658, -0.0472, 0.2380, 0.2222, 0.2154, 0.2364, 0.1642, 0.2609, 0.3942, 0.2690

Molecular formula: C5H8O
Method: DFT, ωB97M-V/def2-TZVPD

Atoms and positions in Å:
C  1.2989  -0.6483  -0.7572
C  -0.1114  -0.9154  -0.3662
C  -0.0828  0.4315  1.6167
C  -0.8964  -0.0583  0.5071
C  -1.1136  1.1128  -0.4871
O  -2.2077  1.5243  -0.7822
H  2.0145  -1.2522  -0.1805
H  1.4660  -0.9013  -1.8121
H  1.5772  0.3965  -0.5589
H  -0.5280  -1.8751  -0.6734
H  -0.0097  1.5009  1.8062
H  0.7339  -0.1820  1.9880
H  -1.8965  -0.4491  0.7183
H  -0.1852  1.5516  -0.8910

## Properties
- highest occupied orbital energy (alpha / beta) (eV) = -8.77 / -7.84
- energy above the lowest of the compared OMol25 structures with the same formula, charge and spin (kcal/mol) = 97.6

Partial atomic charges computed with the Mulliken method, in multiples of e: -1.1560, -0.4899, -1.0063, 0.5141, -0.1137, -0.4889, 0.3256, 0.3479, 0.3274, 0.4025, 0.3163, 0.3664, 0.3413, 0.3131

Molecular formula: C5H8O
Method: DFT, ωB97M-V/def2-TZVPD

Atoms and positions in Å:
C  0.2768  0.4878  -1.5411
C  -0.0697  0.1903  -0.1016
C  0.4707  0.8738  1.1499
C  0.6118  -0.5911  1.0121
O  -0.5774  -1.2673  1.3948
C  -1.1954  -0.7979  0.1891
H  0.9154  1.3647  -1.6717
H  -0.6362  0.6773  -2.1219
H  0.7617  -0.3763  -2.0057
H  1.4245  1.3858  1.0048
H  -0.1477  1.3121  1.9303
H  1.5367  -1.1554  1.0265
H  -2.2453  -0.5105  0.3039
H  -1.1257  -1.5932  -0.5694

## Properties
- highest occupied orbital energy (eV) = -9.26
- energy above the lowest of the compared OMol25 structures with the same formula, charge and spin (kcal/mol) = 58.5

Partial atomic charges computed with the Mulliken method, in multiples of e: -1.4269, 0.7466, -0.8065, -0.0771, -0.4228, -0.4300, 0.3652, 0.3358, 0.3049, 0.2606, 0.2444, 0.3693, 0.2901, 0.2465

Molecular formula: C5H8O
Method: DFT, ωB97M-V/def2-TZVPD

Atoms and positions in Å:
C  -1.1169  -0.8248  0.0199
C  -1.3490  0.2360  0.7945
O  -0.3601  1.0197  1.2809
C  0.4094  1.2821  0.1270
C  1.2160  0.0758  -0.2340
C  0.2754  -1.1297  -0.4276
H  -1.9336  -1.4496  -0.3088
H  -2.2872  0.6449  1.1139
H  -0.3962  1.2230  -0.7273
H  0.9259  2.2263  0.3422
H  1.7461  0.3192  -1.1521
H  1.9526  -0.1762  0.5219
H  0.2815  -1.4606  -1.4696
H  0.6761  -1.9626  0.1501

## Properties
- highest occupied orbital energy (eV) = -8.88
- energy above the lowest of the compared OMol25 structures with the same formula, charge and spin (kcal/mol) = 40.0
- SMILES = C1=COCCC1

Partial atomic charges computed with the Mulliken method, in multiples of e: -0.3089, -0.3762, -0.3959, -0.6192, -0.5284, -0.4700, 0.3636, 0.4048, 0.4059, 0.3300, 0.2863, 0.3271, 0.3090, 0.2718

Molecular formula: C5H8O
Method: DFT, ωB97M-V/def2-TZVPD

Atoms and positions in Å:
C  1.2752  -0.2347  -1.4708
C  0.0515  0.2705  -1.2820
C  -1.0204  -0.4402  -0.5144
C  -0.9266  0.3190  0.7645
C  -0.2036  -0.2585  1.7489
O  0.5545  0.4961  2.5965
H  1.4931  -1.2797  -1.2278
H  1.9470  0.2965  -2.1440
H  -0.1193  1.2912  -1.6378
H  -0.7886  -1.5056  -0.3764
H  -1.9810  -0.3216  -1.0141
H  -1.1406  1.3985  0.7096
H  0.0926  -1.3000  1.9047
H  0.7662  1.2685  1.9431

## Properties
- highest occupied orbital energy (eV) = -8.43
- energy above the lowest of the compared OMol25 structures with the same formula, charge and spin (kcal/mol) = 57.5
- SMILES = C=CC/C=C/O

Partial atomic charges computed with the Mulliken method, in multiples of e: -0.8239, -0.0622, -0.4446, -0.5291, -0.0715, -0.5033, 0.2438, 0.2853, 0.2947, 0.3194, 0.2632, 0.3800, 0.3011, 0.3472

Number 1: strongest force on any atom 3.48 eV/A. Number 2: strongest force on any atom 3.60 eV/A. Number 3: strongest force on any atom 5.21 eV/A. Number 4: strongest force on any atom 6.35 eV/A. Number 5: strongest force on any atom 2.92 eV/A. Number 6: strongest force on any atom 6.35 eV/A. Number 7: strongest force on any atom 0.38 eV/A. Number 8: strongest force on any atom 1.82 eV/A. Number 9: strongest force on any atom 1.86 eV/A. Number 10: strongest force on any atom 0.49 eV/A. Number 11: strongest force on any atom 2.59 eV/A. Number 12: strongest force on any atom 3.17 eV/A.